Record 1
15
Properties=species:S:1:pos:R:3 method="wB97M-V/def2-TZVPD" lumo_ev=3.950 energy_ev=-8389.9422 homo_energy_ha=-0.1349 orbital_gap_ha=0.280 total_charge=-1 de_lowest_kj_mol=53.0 fmax_ha_per_bohr=0.04033
C 0.134 -0.770 2.981
C -1.341 -0.570 2.545
H 0.723 -0.983 2.084
H 0.547 0.156 3.370
H 0.248 -1.668 3.576
H -1.950 -1.104 3.270
H -1.505 -1.199 1.659
H -1.679 0.418 2.269
C -0.496 -0.246 -2.434
C 0.523 0.503 -1.439
O 1.645 -0.035 -1.381
O -0.004 1.455 -0.841
H -0.016 -0.903 -3.167
H -1.079 0.441 -3.051
H -1.070 -0.867 -1.743

Record 2
128
Properties=species:S:1:pos:R:3 method="wB97M-V/def2-TZVPD" lumo_ev=-0.147 energy_ev=-162175.3710 homo_energy_ha=-0.3051 orbital_gap_ha=0.300 total_charge=0 fmax_ha_per_bohr=0.02826 smiles="CC(C)(C)CC(C)(C)c1ccc(OCCOCC[C@@H](C#N)[C@H](C#N)B(O)O)cc1.O=S1(=O)OCCO1.O=S1(=O)OCCO1.O=S1(=O)OCCO1.O=S1(=O)OCCO1.O=S1(=O)OCCO1.O=S1(=O)OCCO1"
C 2.660 3.196 4.361
C 3.704 3.021 3.236
C 4.897 3.948 3.629
C 4.304 1.599 3.218
C 3.252 3.513 1.845
C 1.892 3.036 1.251
C 1.398 1.648 1.706
C 2.122 2.890 -0.286
C 0.760 4.066 1.417
C 0.482 5.042 0.449
C -0.565 5.940 0.590
C -1.393 5.918 1.707
O -2.424 6.827 1.721
C -3.450 6.555 2.642
C -4.253 5.270 2.315
O -4.211 4.946 0.942
C -3.650 3.682 0.645
C -4.450 2.495 1.189
C -5.971 2.626 0.972
C -6.420 1.845 -0.192
N -6.537 1.077 -1.034
C -6.730 2.097 2.238
C -6.560 0.644 2.328
N -6.455 -0.494 2.424
B -8.297 2.477 2.229
O -8.716 3.718 2.646
O -9.212 1.530 1.838
C -1.115 4.989 2.703
C -0.062 4.094 2.542
H 3.217 3.375 5.285
H 2.057 2.305 4.547
H 2.070 4.098 4.194
H 5.741 3.664 2.993
H 4.675 5.002 3.455
H 5.195 3.734 4.656
H 3.489 0.876 3.336
H 4.744 1.420 2.239
H 4.997 1.432 4.042
H 3.186 4.606 1.924
H 4.056 3.325 1.128
H 0.623 1.329 1.005
H 2.214 0.938 1.563
H 1.003 1.609 2.718
H 2.782 3.709 -0.583
H 1.186 2.896 -0.843
H 2.632 1.946 -0.484
H 1.072 5.137 -0.452
H -0.749 6.676 -0.185
H -3.113 6.549 3.685
H -4.141 7.399 2.575
H -3.879 4.467 2.958
H -5.297 5.430 2.615
H -3.632 3.596 -0.445
H -2.609 3.594 0.974
H -4.252 2.420 2.262
H -4.063 1.571 0.755
H -6.229 3.680 0.839
H -6.294 2.525 3.145
H -8.144 4.395 2.259
H -9.582 1.754 0.974
H -1.730 4.936 3.592
H 0.119 3.359 3.316
C -0.848 1.354 -4.426
C -1.449 0.447 -3.373
O -0.561 -0.673 -3.311
S 0.931 -0.182 -3.606
O 1.597 0.020 -2.370
O 1.477 -0.990 -4.636
O 0.564 1.259 -4.218
H -1.074 0.998 -5.433
H -1.174 2.387 -4.324
H -2.452 0.115 -3.629
H -1.464 0.930 -2.392
C 8.791 -1.032 2.073
C 7.329 -1.293 1.789
O 6.676 -0.056 2.104
S 7.653 1.170 1.769
O 7.314 1.682 0.489
O 7.740 2.004 2.913
O 9.002 0.323 1.631
H 9.006 -1.083 3.139
H 9.445 -1.704 1.539
H 6.923 -2.100 2.392
H 7.158 -1.508 0.732
C -0.562 -5.746 -5.410
C -2.074 -5.706 -5.370
O -2.375 -4.509 -4.625
S -1.251 -3.405 -4.911
O -1.726 -2.516 -5.915
O -0.765 -2.919 -3.675
O -0.167 -4.378 -5.576
H -0.142 -6.111 -4.470
H -0.186 -6.350 -6.232
H -2.507 -6.574 -4.882
H -2.488 -5.601 -6.359
C -6.024 -5.643 -9.295
C -6.640 -6.555 -8.255
O -5.758 -7.686 -8.208
S -4.259 -7.208 -8.498
O -3.584 -7.024 -7.258
O -3.717 -8.016 -9.525
O -4.610 -5.763 -9.084
H -6.249 -5.980 -10.308
H -6.335 -4.609 -9.180
H -7.646 -6.871 -8.516
H -6.650 -6.087 -7.269
C -2.995 -1.890 2.661
C -3.226 -2.967 1.626
O -2.118 -2.833 0.724
S -0.822 -2.346 1.529
O -0.020 -3.473 1.846
O -0.290 -1.209 0.874
O -1.576 -1.878 2.867
H -3.297 -0.909 2.287
H -3.508 -2.093 3.596
H -4.166 -2.843 1.097
H -3.186 -3.963 2.071
C 8.403 -6.409 3.772
C 7.285 -6.064 2.810
O 7.636 -4.763 2.315
S 9.230 -4.630 2.238
O 9.656 -4.892 0.913
O 9.603 -3.437 2.914
O 9.588 -5.894 3.148
H 8.274 -5.904 4.731
H 8.499 -7.478 3.935
H 6.311 -6.037 3.289
H 7.256 -6.754 1.965

Record 3
35
Properties=species:S:1:pos:R:3 method="wB97M-V/def2-TZVPD" lumo_ev=-2.690 energy_ev=-26221.8876 homo_energy_ha=-0.4873 orbital_gap_ha=0.388 total_charge=+1 de_lowest_kj_mol=9.9 fmax_ha_per_bohr=0.03222
C -2.346 1.138 2.492
N -2.430 1.014 1.013
C -3.847 1.180 0.505
C -1.495 0.258 0.378
Cl -1.846 -0.091 -1.326
H -3.197 1.726 2.862
H -2.382 0.134 2.945
H -1.411 1.652 2.777
H -4.431 1.741 1.273
H -3.860 1.751 -0.435
H -4.303 0.179 0.359
H -1.043 -0.522 1.066
C 2.569 -2.445 -0.655
C 1.848 -1.353 0.154
C 1.117 -2.022 1.316
C 0.986 -0.543 -0.755
C 1.784 0.058 -1.916
C 1.234 1.443 -2.171
C 0.415 1.829 -0.932
N 0.295 0.657 -0.048
H 1.853 -3.112 -1.182
H 3.247 -2.018 -1.411
H 3.181 -3.087 0.003
H 2.605 -0.650 0.540
H 0.246 -2.618 0.990
H 1.816 -2.704 1.826
H 0.793 -1.291 2.065
H 0.171 -1.143 -1.151
H 2.810 0.128 -1.570
H 1.812 -0.602 -2.798
H 2.032 2.179 -2.290
H 0.671 1.460 -3.102
H 0.851 2.681 -0.379
H -0.583 2.148 -1.235
H 0.836 0.847 0.792

Record 4
13
Properties=species:S:1:pos:R:3 method="wB97M-V/def2-TZVPD" lumo_ev="-0.072 / -0.072" energy_ev=-30562.7013 homo_energy_ha="-0.2550 / -0.2550" orbital_gap_ha="0.252 / 0.252" total_charge=0 de_lowest_kj_mol=404.8 fmax_ha_per_bohr=0.08717
C -0.547 1.438 -0.345
C 1.591 1.018 0.161
C -0.707 0.217 0.170
C -1.703 -0.554 0.524
N 0.690 1.864 -0.359
N 1.401 -1.542 -0.321
S 0.863 -0.468 0.813
Cl -3.309 -0.191 0.030
H -1.270 2.197 -0.605
H 2.582 1.072 0.374
H -1.636 -1.409 1.135
H 0.892 -2.333 -0.252
H 1.153 -1.311 -1.325

Record 5
24
Properties=species:S:1:pos:R:3 method="wB97M-V/def2-TZVPD" lumo_ev=0.875 energy_ev=-11039.8437 homo_energy_ha=-0.3201 orbital_gap_ha=0.352 total_charge=0 de_lowest_kj_mol=80.2 fmax_ha_per_bohr=0.01121 smiles=C[C@@]1(CO)CCCCN1
C 1.141 0.812 -1.500
H 1.116 1.862 -1.214
H 2.180 0.487 -1.482
H 0.760 0.720 -2.515
C 0.285 -0.023 -0.544
N -1.115 0.365 -0.724
H -1.168 1.339 -1.003
C -1.926 0.171 0.461
C -1.483 1.039 1.656
C 0.017 1.344 1.558
C 0.757 0.174 0.915
H 1.833 0.353 0.933
H 0.565 -0.734 1.488
H 0.423 1.545 2.550
H 0.175 2.242 0.955
H -1.697 0.508 2.584
H -2.045 1.975 1.673
H -1.868 -0.887 0.728
H -2.963 0.387 0.195
C 0.383 -1.517 -0.932
O 1.634 -2.099 -0.663
H 2.301 -1.653 -1.196
H -0.335 -2.092 -0.344
H 0.114 -1.623 -1.991

Record 6
8
Properties=species:S:1:pos:R:3 method="wB97M-V/def2-TZVPD" lumo_ev=-0.843 energy_ev=-7258.9203 homo_energy_ha=-0.3762 orbital_gap_ha=0.345 total_charge=0 de_lowest_kj_mol=153.2 fmax_ha_per_bohr=0.12509 smiles="C#CC#CC=O"
C -2.213 0.208 -0.116
C -0.887 -0.193 -0.099
C 0.246 -0.510 -0.149
C 1.659 -0.262 -0.257
C 2.879 -0.131 0.128
H -2.527 1.393 0.019
H 4.037 0.026 0.382
O -3.194 -0.533 0.092

Record 7
32
Properties=species:S:1:pos:R:3 method="wB97M-V/def2-TZVPD" lumo_ev=-0.460 energy_ev=-41700.3824 homo_energy_ha=-0.3132 orbital_gap_ha=0.296 total_charge=0 fmax_ha_per_bohr=0.15872
C -2.182 2.915 2.683
C -1.709 1.619 3.520
I -1.601 1.887 5.698
C -1.336 0.351 2.948
I -0.672 -1.256 4.267
P -1.413 0.173 1.037
N -3.125 0.101 0.490
C -3.215 1.034 -0.440
O -3.179 2.022 -1.225
O -0.590 -1.317 0.673
C -0.719 -1.659 -0.736
C 0.578 -1.319 -1.640
C 1.437 -2.673 -1.837
C 1.430 -0.040 -1.156
C 2.618 -0.359 -0.116
C 2.023 0.669 -2.518
H -2.738 2.618 1.725
H -1.296 3.607 2.421
H -2.967 3.469 3.339
H -0.869 -2.814 -0.793
H -1.653 -1.205 -1.244
H 0.165 -1.050 -2.698
H 2.507 -2.361 -2.176
H 1.021 -3.349 -2.666
H 1.539 -3.315 -0.888
H 0.781 0.792 -0.661
H 3.326 0.568 -0.138
H 3.276 -1.258 -0.387
H 2.239 -0.411 0.984
H 3.034 1.147 -2.264
H 2.044 -0.070 -3.393
H 1.244 1.487 -2.809

Record 8
10
Properties=species:S:1:pos:R:3 method="wB97M-V/def2-TZVPD" lumo_ev=0.020 energy_ev=-9777.0668 homo_energy_ha=-0.3657 orbital_gap_ha=0.366 total_charge=0 de_lowest_kj_mol=445.7 fmax_ha_per_bohr=0.07335
N 0.009 -1.117 0.212
C -0.391 -0.158 -0.924
C 0.565 0.168 0.844
C -0.978 0.731 0.332
C 1.202 0.331 -0.663
O -1.938 1.333 0.707
O 2.171 0.714 -1.252
H -0.778 -1.536 0.713
H -0.886 -0.570 -1.783
H 1.024 0.104 1.812

Record 9
55
Properties=species:S:1:pos:R:3 method="wB97M-V/def2-TZVPD" lumo_ev="1.622 / 0.402" energy_ev=-97321.1564 homo_energy_ha="-0.1531 / -0.1636" orbital_gap_ha="0.213 / 0.178" total_charge=-1 de_lowest_kj_mol=28.4 fmax_ha_per_bohr=0.00914 multiplicity=3
W -0.469 0.021 0.724
O 2.455 -2.462 2.532
C 1.697 -1.425 2.128
O 0.862 -1.617 1.160
C 1.799 -0.169 2.699
C 2.641 0.307 3.735
C 2.589 1.623 4.080
C 1.757 2.523 3.362
C 0.993 2.023 2.343
N 0.937 0.706 2.075
C 0.148 2.801 1.378
O -0.070 3.982 1.494
O -0.258 2.023 0.391
H 2.309 -3.177 1.898
H 3.307 -0.386 4.229
H 3.214 1.994 4.881
H 1.737 3.584 3.558
Te 1.644 -0.091 -1.149
Te 1.398 1.209 -3.401
Te 2.491 -2.890 -4.075
Te 1.118 -2.785 -1.906
I -4.470 2.374 3.267
C -4.273 1.955 1.242
C -5.285 2.322 0.343
C -5.190 2.030 -0.991
I -6.756 2.600 -2.253
C -4.054 1.348 -1.495
C -3.855 0.950 -2.838
C -2.730 0.264 -3.184
C -1.762 -0.020 -2.207
N -1.901 0.357 -0.958
C -3.037 1.018 -0.584
C -3.131 1.298 0.813
O -2.172 0.907 1.592
H -6.157 2.838 0.723
H -4.606 1.190 -3.579
H -2.548 -0.053 -4.201
H -0.863 -0.556 -2.471
F -1.226 -6.082 -1.147
C -2.156 -5.591 -0.322
C -1.848 -4.688 0.611
N -2.792 -4.177 1.478
C -2.396 -3.198 2.475
C -1.730 -1.989 1.863
O -1.162 -1.153 2.596
O -1.711 -1.838 0.609
C -4.117 -4.554 1.409
O -4.977 -4.137 2.154
N -4.390 -5.484 0.423
C -3.520 -6.073 -0.491
O -3.900 -6.895 -1.292
H -0.842 -4.306 0.711
H -1.712 -3.636 3.204
H -3.293 -2.879 3.004
H -5.357 -5.768 0.362

Record 10
59
Properties=species:S:1:pos:R:3 method="wB97M-V/def2-TZVPD" lumo_ev=2.921 energy_ev=-65298.6799 homo_energy_ha=-0.1874 orbital_gap_ha=0.295 total_charge=-2 de_lowest_kj_mol=636.6 fmax_ha_per_bohr=0.24033
O 1.422 1.530 -4.596
C 0.315 1.276 -4.044
O -0.657 2.020 -4.258
B -1.748 1.401 -3.343
O -1.056 0.371 -2.604
C 0.034 0.240 -3.121
O 0.820 -0.697 -2.819
O -2.927 1.011 -4.004
C -3.892 1.759 -3.654
O -5.062 1.487 -3.913
C -3.417 2.753 -2.624
O -2.210 2.509 -2.440
O -4.072 3.735 -2.110
O -3.122 -1.731 0.337
C -2.068 -1.163 0.407
O -1.031 -1.558 1.008
B 0.043 -0.595 0.899
O -0.742 0.599 0.520
C -1.890 0.257 0.400
O -2.877 1.059 0.150
O 1.038 -1.010 -0.106
C 2.112 -1.144 0.530
O 3.047 -1.845 0.048
C 1.979 -0.710 1.897
O 0.774 -0.444 2.157
O 2.837 -0.687 2.797
O -5.510 1.554 0.184
H -4.566 1.171 0.067
H -5.471 2.414 0.354
O -5.362 -3.012 1.419
H -5.155 -3.215 2.367
H -4.662 -2.644 0.992
O 6.073 -1.619 3.278
H 5.286 -2.126 3.562
H 5.709 -0.767 3.545
O 5.565 -3.081 -0.516
H 5.659 -2.866 -1.461
H 4.627 -2.758 -0.209
O 4.193 0.869 -1.316
H 4.945 0.561 -0.939
H 3.996 0.140 -1.982
O -3.411 -2.373 -3.064
H -2.563 -2.419 -2.616
H -3.984 -1.983 -2.412
O -0.734 -3.053 -1.985
H -0.351 -2.188 -1.884
H -0.431 -3.504 -1.134
O 1.210 2.714 2.907
H 1.650 2.462 2.209
H 1.219 1.993 3.618
O -0.969 3.885 0.156
H -1.190 2.964 0.012
H -1.236 3.934 1.065
O 4.767 0.832 4.128
H 4.722 0.617 5.037
H 4.115 0.382 3.671
O 1.344 0.654 4.707
H 0.877 -0.092 4.741
H 2.011 0.150 4.012

Record 11
15
Properties=species:S:1:pos:R:3 method="wB97M-V/def2-TZVPD" lumo_ev=-1.044 energy_ev=-29691.3349 homo_energy_ha=-0.3234 orbital_gap_ha=0.285 total_charge=0 de_lowest_kj_mol=111.1 fmax_ha_per_bohr=0.04061
C 0.125 2.488 0.140
C 0.458 1.464 1.150
C 0.475 0.125 0.918
C 0.250 -0.636 -0.380
C -0.618 -1.812 -0.255
C -0.723 -2.739 -1.235
H 1.008 3.035 -0.318
H -0.441 2.025 -0.663
H -0.439 3.313 0.567
H 0.782 1.767 2.136
H -1.125 -1.985 0.668
H -1.475 -3.499 -1.173
H -0.078 -2.589 -2.115
S 0.895 -0.082 -1.737
Cl 0.906 -0.876 2.297

Record 12
23
Properties=species:S:1:pos:R:3 method="wB97M-V/def2-TZVPD" lumo_ev="5.250 / 5.196" energy_ev=-40328.0877 homo_energy_ha="-0.0294 / -0.0039" orbital_gap_ha="0.222 / 0.195" total_charge=-2 de_lowest_kj_mol=441.0 fmax_ha_per_bohr=0.09432
C 1.210 -3.422 1.550
C 2.104 -2.548 0.910
C -0.097 -3.012 1.685
C 1.627 -1.390 0.417
C -0.593 -1.832 1.052
C 0.295 -1.036 0.417
C -0.525 1.102 -2.040
C -0.575 1.771 -0.664
O 0.594 3.303 1.064
O -1.802 3.975 -1.346
O 1.910 2.725 -0.934
O -2.540 3.022 0.786
O -3.100 1.913 -1.353
S 0.563 3.042 -0.411
S -2.103 2.780 -0.579
H 1.473 -4.231 2.236
H 3.149 -2.837 0.883
H -0.741 -3.598 2.360
H 2.195 -0.720 -0.268
H -1.569 -1.577 1.423
H 0.421 0.885 -2.313
H -0.902 0.076 -1.947
H -0.994 1.608 -2.928